Record 1
Molecular formula: C8H9NO4S2
Method: DFT, ωB97M-V/def2-TZVPD

Summary:
Multiplicity: 1
E (eV): -39788.4968
Energy above the lowest of the compared OMol25 structures with the same formula, charge and spin (kcal per mole): 20.5
Highest occupied orbital energy (eV): -9.20
SMILES: C=CS(=O)(=O)S(=O)(=O)c1ccccc1N
Lowest unoccupied orbital energy (eV): -1.034
HOMO-LUMO gap (Ha): 0.3001
Total charge: 0

Last column: natural (NBO) charge in e.
Cartesian coordinates (Å):
C: 2.953 -3.145 -0.136  -0.278
C: 2.185 -2.070 -0.041  -0.513
S: 2.462 -0.374 -0.471  1.872
O: 3.750 -0.161 -1.069  -0.876
O: 2.134 0.396 0.719  -0.909
S: 0.479 -0.151 -1.998  1.927
O: -0.111 -1.441 -2.164  -0.918
O: 0.983 0.431 -3.212  -0.896
C: -0.567 0.965 -1.082  -0.367
C: -0.511 2.326 -1.440  -0.147
C: -1.172 3.245 -0.632  -0.223
C: -1.739 2.797 0.572  -0.144
C: -1.799 1.430 0.854  -0.232
C: -1.282 0.467 0.008  0.196
N: -1.265 -0.856 0.372  -0.812
H: 2.715 -4.135 0.038  0.207
H: 3.949 -3.079 -0.493  0.200
H: 1.176 -2.361 0.192  0.245
H: -0.011 2.735 -2.205  0.234
H: -1.204 4.408 -0.898  0.229
H: -2.102 3.487 1.174  0.206
H: -2.194 1.003 1.686  0.204
H: -1.543 -1.109 1.326  0.390
H: -1.615 -1.472 -0.310  0.403

***

Record 2
Molecular formula: C8H9O2P
Method: DFT, ωB97M-V/def2-TZVPD

Summary:
Multiplicity: 1
E (eV): -21820.9784
Energy above the lowest of the compared OMol25 structures with the same formula, charge and spin (kcal per mole): 74.4
Highest occupied orbital energy (eV): -7.58
SMILES: P#CO/C=C\C=C1\CCCO1
Lowest unoccupied orbital energy (eV): 0.706
HOMO-LUMO gap (Ha): 0.3044
Total charge: 0

Last column: natural (NBO) charge in e.
Cartesian coordinates (Å):
P: 4.038 1.685 -0.431  0.323
C: 3.966 0.107 -0.366  -0.131
O: 3.935 -1.167 -0.125  -0.499
C: 2.757 -1.879 -0.084  0.092
C: 1.409 -1.491 0.051  -0.263
C: 0.883 -0.188 0.161  -0.369
C: -0.418 0.111 0.287  0.375
C: -1.011 1.449 0.084  -0.473
C: -2.500 1.236 -0.222  -0.444
C: -2.790 -0.223 0.228  -0.060
O: -1.448 -0.800 0.461  -0.511
H: 3.044 -2.942 -0.188  0.196
H: 0.778 -2.442 0.169  0.241
H: 1.463 0.666 -0.119  0.236
H: -0.893 2.063 1.021  0.227
H: -0.640 1.969 -0.777  0.235
H: -3.114 1.974 0.377  0.229
H: -2.687 1.071 -1.245  0.219
H: -3.459 -0.237 1.226  0.178
H: -3.316 -0.961 -0.508  0.197

***

Record 3
Molecular formula: C8H9O4S
Method: DFT, ωB97M-V/def2-TZVPD

Summary:
Multiplicity: 1
E (eV): -27466.5799
Energy above the lowest of the compared OMol25 structures with the same formula, charge and spin (kcal per mole): 11.8
Highest occupied orbital energy (eV): -4.74
Lowest unoccupied orbital energy (eV): 3.627
HOMO-LUMO gap (Ha): 0.3075
Total charge: -1

Last column: natural (NBO) charge in e.
Cartesian coordinates (Å):
C: 1.777 -0.780 2.630  -0.278
C: 0.788 0.224 2.631  -0.193
C: 2.022 -1.316 1.358  -0.189
C: 0.063 0.632 1.463  -0.294
C: 1.447 -0.913 0.177  -0.272
C: 0.439 0.074 0.257  0.011
C: -0.978 1.987 -1.467  -0.685
C: -0.547 0.555 -1.473  0.153
O: -2.012 -1.362 -0.008  -0.980
O: -1.323 -1.659 -2.307  -0.995
O: -3.149 -0.110 -1.726  -1.007
O: 0.261 0.102 -2.447  -0.784
S: -1.940 -0.739 -1.299  2.343
H: 2.130 -1.256 3.508  0.204
H: 0.659 0.837 3.471  0.184
H: 2.936 -2.048 1.368  0.179
H: -0.873 1.182 1.521  0.212
H: 1.803 -1.290 -0.713  0.215
H: -1.216 2.375 -0.460  0.214
H: -0.172 2.594 -1.862  0.216
H: -1.854 1.883 -2.069  0.246
H: -0.259 -0.971 -2.554  0.502

***

Record 4
Molecular formula: C8HCl5N9Rh
Method: DFT, ωB97M-V/def2-TZVPD

Summary:
Multiplicity: 1
E (eV): -87339.5273
Highest occupied orbital energy (eV): -9.27
Lowest unoccupied orbital energy (eV): -2.184
HOMO-LUMO gap (Ha): 0.2605
Total charge: 0

Last column: natural (NBO) charge in e.
Cartesian coordinates (Å):
Rh: -0.711 0.607 -1.143  0.946
Cl: 1.209 -0.432 1.706  0.089
C: 0.196 -1.516 0.856  -0.073
C: -0.528 -1.075 -0.238  -0.127
C: -1.341 -1.952 -0.917  0.026
Cl: -2.175 -1.171 -2.288  0.053
C: -1.493 -3.280 -0.578  -0.135
Cl: -2.524 -4.305 -1.475  0.092
C: -0.763 -3.727 0.527  -0.065
Cl: -0.902 -5.366 1.007  0.091
C: 0.072 -2.856 1.237  -0.074
Cl: 0.954 -3.435 2.586  0.093
N: 1.153 3.161 0.193  -0.575
C: -0.095 2.915 0.697  0.460
N: -0.694 3.552 1.673  -0.343
N: -1.888 2.933 1.815  -0.041
N: -2.018 1.970 0.991  -0.112
N: -0.895 1.941 0.232  -0.358
C: 1.724 2.338 -0.739  0.460
N: 2.948 2.399 -1.202  -0.342
N: 3.042 1.372 -2.077  -0.041
N: 1.954 0.712 -2.145  -0.112
N: 1.068 1.319 -1.318  -0.358
H: 1.707 3.896 0.601  0.445

***

Record 5
Molecular formula: C90H192F12NO8P5S2
Method: DFT, ωB97M-V/def2-TZVPD

Summary:
Multiplicity: 1
E (eV): -215024.0198
Highest occupied orbital energy (eV): -11.10
Lowest unoccupied orbital energy (eV): -2.624
HOMO-LUMO gap (Ha): 0.3113
Total charge: +2

Last column: Mulliken charge in e.
Cartesian coordinates (Å):
C: 0.485 -3.792 -3.584  -1.725
C: -0.431 -2.731 -2.975  0.249
C: -0.714 -1.593 -3.929  -0.836
C: -1.475 -0.390 -3.311  0.484
P: -1.618 0.852 -4.618  -0.437
C: -2.573 0.131 -5.971  -1.255
C: -3.286 1.187 -6.849  -0.222
C: -4.493 0.391 -7.483  -0.529
C: -5.325 1.132 -8.566  -1.371
C: -0.105 1.522 -5.360  -0.454
C: 0.853 0.498 -5.993  -0.185
C: 1.671 1.303 -7.077  -1.101
C: 2.481 2.387 -6.412  -0.566
C: -2.388 2.339 -3.900  0.408
C: -3.439 2.046 -2.853  1.718
C: -4.645 1.396 -3.347  0.902
C: -5.624 2.274 -4.143  -1.576
H: 1.408 -3.256 -3.900  0.235
H: 0.083 -4.061 -4.561  0.437
H: 0.655 -4.661 -3.019  0.526
H: -0.028 -2.275 -2.068  -0.206
H: -1.408 -3.088 -2.603  0.320
H: -1.298 -1.954 -4.744  0.756
H: 0.203 -1.111 -4.292  -0.088
H: -1.013 0.041 -2.434  -0.144
H: -2.499 -0.597 -3.204  0.355
H: -3.273 -0.597 -5.521  0.833
H: -1.923 -0.458 -6.577  1.036
H: -2.568 1.554 -7.541  0.772
H: -3.640 2.053 -6.235  -0.129
H: -5.029 -0.034 -6.593  0.301
H: -4.001 -0.510 -7.879  0.403
H: -6.202 0.600 -9.037  0.364
H: -4.638 1.489 -9.299  0.360
H: -5.780 1.991 -8.071  0.304
H: 0.327 2.059 -4.515  -0.436
H: -0.342 2.312 -6.075  1.175
H: 0.198 -0.291 -6.433  0.501
H: 1.636 0.022 -5.286  0.026
H: 0.927 1.792 -7.758  0.300
H: 2.297 0.617 -7.553  0.504
H: 3.045 2.935 -7.144  0.554
H: 3.214 2.095 -5.623  0.176
H: 1.858 3.186 -6.009  -0.052
H: -2.931 2.895 -4.723  0.534
H: -1.538 2.958 -3.538  -1.057
H: -3.626 2.991 -2.399  -0.656
H: -3.045 1.486 -1.990  -0.298
H: -5.125 1.086 -2.456  -0.724
H: -4.446 0.510 -3.931  0.172
H: -6.250 1.692 -4.818  0.538
H: -5.061 2.997 -4.758  0.013
H: -6.394 2.881 -3.577  0.263
C: 7.784 -2.817 3.205  -0.379
C: 8.163 -4.123 3.985  -1.019
C: 8.122 -5.439 3.185  -0.482
C: 6.716 -5.997 3.128  -0.210
P: 6.481 -7.330 1.905  0.486
C: 4.695 -7.714 1.999  -0.079
C: 4.159 -8.146 3.444  -0.665
C: 2.684 -8.521 3.406  -0.283
C: 2.132 -8.547 4.816  -1.469
C: 7.005 -6.689 0.332  0.780
C: 6.384 -7.391 -0.888  -0.759
C: 6.924 -6.924 -2.255  0.242
C: 6.643 -7.925 -3.326  -1.467
C: 7.591 -8.717 2.204  -0.957
C: 7.278 -9.690 3.381  -1.163
C: 6.573 -11.011 2.924  -0.266
C: 7.506 -11.786 2.005  -1.389
H: 8.582 -2.596 2.475  0.454
H: 7.711 -1.975 3.902  0.169
H: 6.816 -2.985 2.673  -0.161
H: 7.473 -4.227 4.837  0.249
H: 9.200 -4.131 4.432  0.450
H: 8.977 -6.006 3.587  0.358
H: 8.457 -5.213 2.147  0.193
H: 5.997 -5.233 2.768  -0.645
H: 6.428 -6.254 4.135  0.989
H: 4.383 -8.475 1.315  0.985
H: 4.188 -6.834 1.610  -0.453
H: 4.481 -7.446 4.193  0.405
H: 4.767 -9.032 3.743  0.030
H: 2.563 -9.499 2.945  0.397
H: 2.121 -7.771 2.861  0.228
H: 2.740 -9.326 5.325  0.322
H: 1.177 -9.010 4.729  0.479
H: 2.043 -7.614 5.318  0.337
H: 8.128 -6.707 0.368  0.966
H: 6.769 -5.609 0.386  -1.790
H: 5.294 -7.244 -0.795  0.257
H: 6.477 -8.506 -0.811  0.534
H: 8.009 -6.644 -2.212  0.461
H: 6.382 -6.008 -2.598  -0.260
H: 7.274 -7.689 -4.180  0.393
H: 5.628 -7.828 -3.638  0.355
H: 6.840 -9.007 -3.021  0.320
H: 8.588 -8.237 2.399  0.417
H: 7.823 -9.464 1.498  0.850
H: 6.677 -9.095 4.124  0.434
H: 8.112 -10.050 3.986  0.536
H: 5.668 -10.799 2.331  0.130
H: 6.316 -11.626 3.742  0.594
H: 7.200 -12.843 1.973  0.393
H: 8.537 -11.726 2.312  0.304
H: 7.303 -11.475 0.956  0.371
C: 6.953 0.313 5.717  -1.559
C: 5.932 -0.752 5.785  -0.437
C: 5.080 -0.709 4.516  -0.068
C: 4.058 -1.777 4.376  -0.610
P: 3.008 -1.201 3.022  0.896
C: 2.206 0.314 3.483  -1.005
C: 1.935 0.612 4.993  -0.757
C: 1.487 2.091 5.176  -0.479
C: 2.534 3.089 4.978  -1.390
C: 3.970 -1.164 1.526  0.923
C: 4.799 0.194 1.258  -1.025
C: 5.856 0.094 0.238  0.500
C: 6.103 1.541 -0.320  -1.633
C: 1.707 -2.412 2.694  -0.757
C: 0.377 -1.962 2.092  0.741
C: -0.807 -2.245 3.010  -0.823
C: -1.100 -3.775 3.390  -1.320
H: 7.505 0.329 4.821  0.334
H: 7.705 0.362 6.471  0.442
H: 6.384 1.275 5.692  0.304
H: 5.209 -0.526 6.599  0.508
H: 6.275 -1.788 5.959  0.324
H: 5.823 -0.685 3.666  -0.189
H: 4.626 0.269 4.503  0.458
H: 3.446 -1.953 5.301  0.559
H: 4.475 -2.746 4.113  0.393
H: 1.198 0.327 3.130  0.579
H: 2.685 1.161 3.087  0.778
H: 2.826 0.538 5.637  0.160
H: 1.158 -0.026 5.337  0.367
H: 1.083 2.120 6.225  0.402
H: 0.665 2.275 4.502  0.286
H: 2.917 3.218 3.986  0.325
H: 3.403 2.919 5.621  0.295
H: 2.166 4.062 5.164  0.500
H: 3.324 -1.285 0.700  0.656
H: 4.584 -2.107 1.424  -1.196
H: 5.154 0.578 2.222  0.744
H: 4.036 0.922 1.002  0.028
H: 5.529 -0.472 -0.569  -0.327
H: 6.784 -0.318 0.625  0.164
H: 5.196 2.082 -0.542  0.311
H: 6.719 1.418 -1.262  0.429
H: 6.714 2.084 0.433  0.356
H: 1.605 -2.906 3.695  0.841
H: 2.310 -3.153 2.125  -0.569
H: 0.234 -2.591 1.179  0.102
H: 0.468 -0.998 1.698  -0.240
H: -1.708 -1.846 2.540  0.066
H: -0.748 -1.693 3.920  0.441
H: -1.587 -4.328 2.619  0.332
H: -1.731 -3.848 4.349  0.275
H: -0.230 -4.290 3.703  0.430
C: 1.827 10.521 -3.625  -1.191
C: 1.075 10.329 -2.347  -0.834
C: 0.660 8.949 -1.911  0.079
C: -0.546 8.392 -2.708  -0.753
P: -0.865 6.626 -2.443  0.411
C: -1.950 6.158 -1.001  0.440
C: -1.153 6.395 0.279  -0.704
C: -2.048 6.387 1.576  -0.357
C: -1.080 6.511 2.733  -1.412
C: 0.710 5.793 -2.276  -0.398
C: 1.597 5.679 -3.553  -1.125
C: 2.796 4.808 -3.344  0.775
C: 3.880 5.649 -2.551  -1.461
C: -1.648 6.144 -4.001  0.485
C: -3.047 6.661 -4.016  -0.811
C: -3.709 6.718 -5.416  -0.647
C: -5.180 6.953 -5.307  -1.389
H: 1.293 10.173 -4.577  0.257
H: 2.751 9.876 -3.612  0.242
H: 2.095 11.586 -3.776  0.380
H: 0.124 10.921 -2.248  0.336
H: 1.797 10.682 -1.692  0.465
H: 0.330 9.057 -0.826  -0.025
H: 1.478 8.211 -1.800  0.346
H: -0.327 8.409 -3.774  0.474
H: -1.477 9.048 -2.614  0.580
H: -2.279 5.103 -1.235  -0.457
H: -2.898 6.664 -0.927  0.825
H: -0.611 7.358 0.208  0.353
H: -0.330 5.672 0.404  0.095
H: -2.801 5.622 1.589  0.135
H: -2.652 7.285 1.426  0.490
H: -1.553 6.573 3.679  0.460
H: -0.393 7.387 2.463  0.284
H: -0.466 5.639 2.689  0.322
H: 0.327 4.815 -2.042  -0.792
H: 1.187 6.288 -1.447  1.163
H: 1.953 6.696 -3.840  0.377
H: 1.009 5.350 -4.380  0.322
H: 3.263 4.501 -4.287  0.282
H: 2.424 3.925 -2.803  -0.731
H: 4.002 6.546 -3.166  0.400
H: 4.853 5.133 -2.411  0.369
H: 3.594 6.053 -1.608  0.336
H: -1.567 5.031 -3.892  -0.753
H: -0.938 6.363 -4.796  0.975
H: -3.050 7.646 -3.630  0.717
H: -3.747 6.168 -3.302  -0.111
H: -3.448 5.866 -6.052  0.347
H: -3.142 7.552 -5.911  0.408
H: -5.682 5.997 -5.046  0.208
H: -5.571 7.375 -6.254  0.395
H: -5.515 7.639 -4.592  0.402
C: -5.415 4.636 -0.658  -0.789
C: -5.042 3.357 0.176  1.134
C: -6.250 2.822 0.825  -1.875
C: -6.118 1.546 1.649  0.961
P: -7.458 1.249 2.787  1.386
C: -9.061 1.236 1.902  -1.177
C: -10.371 1.684 2.696  -0.938
C: -11.585 1.512 1.846  -0.523
C: -12.895 1.898 2.561  -1.353
C: -7.633 2.560 4.047  -0.949
C: -6.282 3.030 4.691  -0.321
C: -6.416 4.336 5.445  -0.727
C: -7.241 4.328 6.757  -1.195
C: -7.165 -0.402 3.359  -1.601
C: -5.682 -0.667 3.769  0.280
C: -5.739 -2.128 4.161  -0.396
C: -5.037 -2.406 5.422  -1.468
H: -6.436 4.504 -1.092  0.472
H: -4.721 4.686 -1.479  -0.366
H: -5.503 5.568 -0.069  0.374
H: -4.250 3.597 0.910  0.109
H: -4.661 2.620 -0.539  -0.643
H: -6.989 2.550 0.026  0.265
H: -6.705 3.633 1.347  0.739
H: -5.269 1.645 2.347  0.684
H: -5.906 0.614 1.154  -1.433
H: -9.207 0.263 1.463  0.646
H: -8.934 1.990 1.151  0.517
H: -10.298 2.724 3.024  0.311
H: -10.505 1.099 3.557  0.499
H: -11.653 0.528 1.342  0.425
H: -11.459 2.241 1.019  0.333
H: -13.145 1.214 3.342  0.353
H: -13.601 1.692 1.761  0.402
H: -12.837 2.903 2.940  0.339
H: -8.323 2.092 4.754  0.569
H: -8.070 3.468 3.644  0.506
H: -5.543 3.225 3.960  0.217
H: -5.853 2.330 5.389  0.338
H: -6.936 5.019 4.719  0.319
H: -5.366 4.676 5.587  0.415
H: -6.622 3.743 7.510  0.288
H: -8.121 3.680 6.658  0.285
H: -7.589 5.277 7.191  0.370
H: -7.367 -1.074 2.516  0.894
H: -7.879 -0.684 4.159  0.749
H: -5.342 -0.087 4.571  0.201
H: -5.087 -0.524 2.850  -0.235
H: -5.355 -2.655 3.300  0.154
H: -6.787 -2.518 4.149  0.406
H: -5.059 -3.490 5.578  0.427
H: -5.652 -1.933 6.191  0.407
H: -4.001 -2.066 5.468  0.269
C: 4.551 -4.328 -0.012  1.611
O: 4.818 -3.147 -0.759  0.290
O: 4.869 -4.235 1.272  0.030
C: 3.125 -4.832 -0.340  -0.370
F: 2.155 -3.970 -0.072  0.083
F: 2.988 -5.210 -1.649  -0.348
F: 2.778 -5.889 0.412  -0.405
C: 5.844 -3.199 -1.684  -0.459
C: 7.129 -3.182 -0.949  -0.393
H: 7.463 -4.112 -0.470  -0.148
H: 7.962 -2.941 -1.619  0.544
H: 7.040 -2.475 -0.186  -0.328
H: 5.872 -2.336 -2.380  0.445
H: 5.777 -4.089 -2.296  0.230
H: 5.131 -5.141 -0.527  -1.314
C: 0.604 2.334 -1.199  -0.787
O: 1.220 1.025 -1.049  0.476
O: -0.034 2.545 -2.320  0.106
C: -0.383 2.298 0.068  -0.432
F: -0.965 3.552 0.148  -0.159
F: -1.443 1.500 -0.054  0.209
F: 0.187 2.079 1.239  -0.192
C: 2.200 0.808 -2.106  1.588
C: 2.668 -0.586 -2.221  -0.343
H: 3.241 -0.983 -1.384  -0.331
H: 1.893 -1.265 -2.259  -0.959
H: 3.198 -0.750 -3.199  0.507
H: 3.138 1.392 -1.862  -0.280
H: 1.844 1.125 -3.090  -0.906
H: 1.403 3.094 -1.053  0.115
C: -7.688 -1.795 -2.299  0.414
F: -8.415 -2.935 -2.100  -0.238
F: -6.799 -2.128 -3.141  -0.162
F: -8.587 -0.864 -2.728  -0.219
S: -7.008 -1.081 -0.718  1.179
O: -6.678 0.278 -1.126  -0.627
O: -8.099 -1.215 0.238  -0.792
N: -5.804 -1.969 -0.339  -0.818
S: -4.318 -1.604 -0.302  1.178
O: -3.757 -1.222 -1.564  -0.540
O: -4.011 -0.660 0.762  -0.401
C: -3.576 -3.181 0.157  0.089
F: -2.253 -2.820 0.350  -0.021
F: -4.030 -3.945 1.203  -0.241
F: -3.622 -3.951 -0.975  -0.222

***

- Look up the E of the first one.
  -39788.4968 eV

***

- What is the formula in the first record?
  C8H9NO4S2

***

- What is the multiplicity in the fourth record?
  1